No. 1
C30H20Cl5N4NiO3S | wB97M-V/def2-TZVPD

The geometry in XYZ format:
```
64
Properties=species:S:1:pos:R:3
Ni 0.486 -0.883 -0.598
C -0.050 5.161 4.751
C -0.018 3.728 4.290
C -1.193 2.993 4.165
C -1.172 1.670 3.753
C 0.037 1.054 3.467
C 1.221 1.770 3.593
C 1.188 3.097 3.993
S 0.057 -0.653 2.954
O -1.323 -1.021 2.836
O 0.867 -1.337 3.932
N 0.753 -0.683 1.502
C 2.121 -0.638 1.346
C 3.160 -0.684 2.299
C 4.458 -0.570 1.858
C 4.741 -0.431 0.508
C 3.680 -0.423 -0.371
N 2.409 -0.512 0.027
H -0.909 5.690 4.335
H 0.853 5.694 4.452
H -0.124 5.221 5.839
H -2.144 3.470 4.379
H -2.087 1.106 3.633
H 2.171 1.302 3.374
H 2.116 3.652 4.077
H 2.932 -0.835 3.340
H 5.265 -0.602 2.583
H 5.754 -0.350 0.137
H 3.838 -0.349 -1.436
C 3.816 0.475 -4.785
C 3.334 -0.802 -5.033
C 2.304 -1.347 -4.280
C 1.736 -0.612 -3.233
C 2.208 0.690 -3.003
C 3.236 1.220 -3.763
N 0.684 -1.093 -2.456
N -0.152 -1.873 -3.148
C -1.276 -2.101 -2.407
C -2.471 -2.096 -3.078
C -3.876 -1.924 -2.572
C -4.498 -1.315 -0.523
C -3.217 -1.060 0.351
C -1.127 -1.864 -0.938
H 4.619 0.887 -5.385
H 3.769 -1.390 -5.834
H 1.922 -2.337 -4.483
H 1.738 1.271 -2.225
H 3.578 2.230 -3.566
H -2.375 -2.019 -4.156
H -4.579 -2.104 -3.381
H -5.439 -1.131 -0.015
H -3.418 -1.011 1.418
Cl -5.722 0.197 -2.545
C -4.254 -0.561 -1.840
C -3.213 0.441 -1.497
Cl -2.681 1.645 -2.591
C -2.733 0.239 -0.269
Cl -1.545 1.261 0.425
C -2.308 -2.251 -0.115
O -1.047 -2.832 0.166
C -3.225 -3.310 -0.585
Cl -2.709 -4.873 -0.981
C -4.338 -2.662 -1.257
Cl -5.828 -3.627 -1.435
```

Computed properties:
HOMO level (alpha / beta) ... -3.44 / -5.09 eV
Charge ... -1
2S+1 ... 3
Energy ... -5807.3165 a.u.
Frontier orbital gap (alpha / beta) ... 0.2154 / 0.2642 hartree
Energy relative to the best compared isomer or geometry (same formula, charge and spin) ... 0.0 kcal per mole

***

No. 2
C30H21AsBrCeN3O8 | wB97M-V/def2-TZVPD

The geometry in XYZ format:
```
65
Properties=species:S:1:pos:R:3
Ce 0.421 -0.970 -1.182
O 1.202 -3.042 -1.081
C 0.723 -3.023 -2.271
O 1.051 -2.036 -2.999
C -0.548 -3.781 -2.475
C -0.713 -5.146 -2.621
C -1.968 -5.680 -2.483
C -3.048 -4.915 -2.119
C -2.863 -3.566 -1.918
C -1.642 -2.949 -2.132
O -1.441 -1.607 -1.999
N -4.028 -2.788 -1.417
O -5.119 -3.162 -1.765
O -3.784 -1.772 -0.793
N -2.145 -7.147 -2.674
O -3.216 -7.610 -2.364
O -1.184 -7.754 -3.089
H 0.117 -5.803 -2.848
H -4.021 -5.365 -1.971
O -0.456 -0.271 0.602
As 0.511 0.819 1.533
C 0.017 2.610 1.192
C -1.128 3.036 1.870
C -1.589 4.327 1.675
C -0.904 5.186 0.822
C 0.231 4.754 0.144
C 0.695 3.459 0.318
C 0.226 0.437 3.351
C -0.601 -0.631 3.692
C -0.800 -0.905 5.039
C -0.177 -0.125 6.004
C 0.645 0.939 5.643
C 0.853 1.231 4.307
C 2.325 0.484 0.943
C 3.279 1.492 0.909
C 4.540 1.222 0.381
C 4.844 -0.033 -0.128
C 3.918 -1.064 -0.038
C 2.670 -0.814 0.512
H -1.649 2.373 2.547
H -2.477 4.666 2.195
H -1.254 6.203 0.689
H 0.759 5.431 -0.517
H 1.563 3.128 -0.228
H -1.089 -1.223 2.932
H -1.444 -1.725 5.331
H -0.333 -0.345 7.052
H 1.120 1.544 6.406
H 1.483 2.065 4.022
H 3.063 2.472 1.308
H 5.289 2.004 0.370
H 5.820 -0.221 -0.559
H 4.176 -2.066 -0.353
H 2.033 -1.657 0.750
Br -1.323 5.350 -3.536
C -0.721 3.657 -3.071
C 0.631 3.346 -3.177
C 1.047 2.109 -2.756
N 0.197 1.185 -2.278
C -1.122 1.477 -2.237
C -1.619 2.701 -2.610
H 1.344 4.059 -3.570
H 2.093 1.836 -2.805
H -1.799 0.694 -1.918
H -2.681 2.901 -2.555
```

Computed properties:
HOMO level ... -14.85 eV
Charge ... +2
Energy ... -7206.2281 a.u.
Frontier orbital gap ... 0.2508 hartree